[1]
Here is a molecular structure, C39H41BF3N3O3SeY at a distorted geometry from the OMol25 dataset. Energies are from ωB97M-V with the def2-TZVPD basis set.

```
92
Properties=species:S:1:pos:R:3:forces:R:3
Y -1.8914 0.4383 -0.1667 -4.1 -0.5 1.2
C 6.2294 2.5170 1.9358 0.0 -0.1 0.0
C 6.2904 1.3473 0.9517 0.1 0.0 0.0
C 7.0502 0.1942 1.6255 0.0 0.0 0.0
C 7.0637 1.8084 -0.2949 0.0 0.0 0.1
C 4.9018 0.8699 0.5301 0.0 0.0 0.0
C 4.7962 -0.1957 -0.3732 0.1 0.0 0.0
C 3.5792 -0.6765 -0.8340 -0.2 -0.1 0.0
C 2.4450 -0.0575 -0.3517 0.2 0.3 0.3
O 1.1236 -0.3013 -0.6298 0.1 -0.2 -0.2
B 0.3664 0.6268 0.1123 3.0 0.3 0.3
O 1.2572 1.4249 0.8391 0.0 0.2 0.2
C 2.5296 0.9938 0.5453 0.0 -0.3 -0.3
C 3.7384 1.4795 0.9999 -0.1 0.0 0.0
H 7.2430 2.8241 2.1941 0.0 0.0 0.0
H 5.7217 2.2342 2.8602 0.0 0.0 0.0
H 5.7223 3.3806 1.5011 0.0 0.0 0.0
H 8.0266 0.5399 1.9694 0.0 0.0 0.0
H 7.2120 -0.6361 0.9376 0.0 0.0 0.0
H 6.4957 -0.1791 2.4885 0.0 0.0 0.0
H 8.0382 2.2071 -0.0069 0.0 0.0 0.0
H 6.5129 2.5907 -0.8201 0.0 0.0 0.0
H 7.2300 0.9851 -0.9897 0.0 0.0 0.0
H 5.7006 -0.6628 -0.7401 0.0 0.0 0.0
H 3.5196 -1.4852 -1.5511 0.0 0.0 0.0
H 3.7698 2.3122 1.6877 0.0 0.0 0.0
F -2.7422 -1.0233 7.1740 0.0 0.1 0.0
C -2.0138 0.0426 6.8007 0.0 0.0 0.1
F -2.5174 1.1210 7.4069 0.0 -0.1 0.0
F -0.7640 -0.1467 7.2520 -0.1 0.0 0.0
C -2.0213 0.1842 5.2994 0.0 0.0 -0.1
C -1.4117 -0.7950 4.5281 0.0 0.0 0.0
C -1.4401 -0.6549 3.1553 0.2 -0.1 0.0
N -2.0385 0.3677 2.5346 0.0 0.1 -0.3
C -2.6031 1.3098 3.2907 -0.1 0.1 0.0
C -2.6197 1.2637 4.6757 0.1 -0.1 0.1
H -0.9202 -1.6429 4.9855 0.0 0.0 0.0
H -0.9513 -1.3902 2.5256 0.0 0.1 0.0
H -3.0631 2.1408 2.7715 0.0 0.0 0.0
H -3.0876 2.0518 5.2469 0.0 0.0 0.0
C 2.3052 -4.1194 2.4635 0.0 0.0 0.0
C 0.9240 -3.8637 1.9422 -0.1 0.0 0.0
C 0.7177 -3.3398 0.6706 0.1 0.0 0.0
C -0.5486 -3.0444 0.1939 -0.2 -0.1 0.0
C -0.7192 -2.6591 -1.2535 0.0 0.0 0.2
C -1.6549 -3.2567 1.0492 0.3 -0.1 0.0
C -2.9719 -2.7182 0.7583 -0.1 0.0 0.1
O -3.1793 -1.6653 0.1568 0.4 0.4 0.0
C -1.4766 -3.9018 2.2948 -0.1 0.0 -0.1
C -2.6451 -4.2541 3.1810 0.0 0.0 0.0
C -0.1907 -4.1810 2.7185 0.0 0.0 0.0
H 3.0628 -3.8734 1.7222 0.0 0.0 0.0
H 2.4215 -5.1652 2.7516 0.0 0.0 0.0
H 2.4891 -3.5158 3.3539 0.0 0.0 0.0
H 1.5726 -3.1733 0.0260 0.0 0.0 0.0
H 0.2027 -2.8553 -1.7965 0.0 0.1 0.0
H -0.9639 -1.6079 -1.4073 0.1 -0.1 -0.2
H -1.5174 -3.2453 -1.7083 -0.1 0.1 0.0
H -3.8382 -3.2509 1.1713 0.0 0.0 -0.1
H -3.2111 -3.3751 3.4949 0.0 0.0 0.0
H -2.2944 -4.7651 4.0750 0.0 0.0 0.0
H -3.3318 -4.9258 2.6624 0.0 0.0 0.1
H -0.0457 -4.6648 3.6783 0.0 0.0 0.0
C -2.2725 0.3458 -2.3769 0.0 0.2 -1.0
C -2.2173 0.2166 -3.5911 -0.1 -0.1 0.0
C -2.1512 0.0247 -5.0095 0.1 0.0 -0.1
C -3.3096 0.0003 -5.7896 0.0 0.0 0.0
C -3.2239 -0.1309 -7.1651 0.0 0.0 0.0
C -1.9849 -0.2514 -7.7790 0.0 0.0 0.0
C -0.8306 -0.2592 -7.0083 0.0 0.0 0.0
C -0.9092 -0.1259 -5.6324 0.0 0.1 0.0
H -4.2768 0.0628 -5.3082 0.0 0.1 0.0
H -4.1273 -0.1412 -7.7614 0.0 0.0 0.0
H -1.9210 -0.3488 -8.8545 0.0 0.0 0.0
H 0.1345 -0.3682 -7.4855 0.0 0.0 0.0
H -0.0130 -0.1323 -5.0262 0.0 0.0 0.0
C -5.5559 2.2514 -2.5711 -0.2 -0.2 0.0
N -4.3404 3.0380 -2.5980 0.3 0.0 0.2
C -3.7658 3.6226 -3.7015 0.1 0.0 -0.2
C -2.6022 4.1761 -3.3031 0.0 0.1 -0.1
N -2.4776 3.9324 -1.9548 -0.2 -0.2 0.0
C -1.3701 4.3406 -1.1125 0.1 0.1 0.1
C -3.5415 3.2184 -1.5331 0.1 0.4 -0.2
Se -3.9005 2.7232 0.2223 0.4 -0.6 0.1
H -6.0261 2.2870 -3.5499 0.1 0.0 0.0
H -6.2408 2.6467 -1.8237 0.0 0.0 0.0
H -5.3156 1.2188 -2.3190 0.0 0.0 0.0
H -4.2150 3.5970 -4.6770 -0.1 -0.1 0.0
H -1.8734 4.7384 -3.8590 0.0 0.0 0.0
H -0.6585 4.9006 -1.7123 0.0 0.0 0.0
H -0.8683 3.4689 -0.6911 0.0 0.0 0.0
H -1.7299 4.9609 -0.2941 0.0 0.0 0.0
```
Positions in Å, forces in eV/Å.

Multiplicity: 1
E (a.u.): -4664.83994
HOMO-LUMO gap (eV): 7.24
Relative energy (zero: lowest compared OMol25 entry of this formula, charge and spin) (eV): 0.779
Charge: +1



[2]
Here is C18H19NO2S in the gas phase from the OMol25 dataset. Energies are from ωB97M-V with the def2-TZVPD basis set.

```
41
Properties=species:S:1:pos:R:3:forces:R:3
C 3.8720 -1.7540 2.0007 0.6 0.3 0.4
C 4.3523 -1.9179 0.5966 0.1 -0.1 0.1
O 4.4589 -2.9851 0.0796 -0.1 -0.7 -0.5
O 4.7023 -0.7768 -0.0594 -0.5 0.6 0.4
C 3.8569 -0.4763 -1.1800 0.0 0.1 -0.4
C 2.4826 0.0179 -0.7522 0.1 -0.6 0.5
C 2.5543 1.1277 0.3097 0.0 0.3 -0.7
C 1.7487 2.3623 -0.0884 -0.1 -0.4 -0.3
C 0.2458 2.1837 -0.0720 0.0 0.1 0.2
C -0.5560 3.0610 -0.8088 0.0 -0.1 0.1
C -1.9376 2.9290 -0.8619 0.4 -0.2 0.2
C -2.5313 1.9018 -0.1411 -0.2 -0.3 0.1
C -1.7532 1.0310 0.6192 0.3 0.1 0.0
C -0.3682 1.1674 0.6520 -0.6 0.2 -0.2
N -2.3809 -0.0237 1.3737 -0.2 0.2 0.0
C -3.2418 -0.8012 0.5256 -0.2 -0.4 -0.3
C -3.1207 -2.1842 0.4628 -0.1 0.6 -0.1
C -3.9793 -2.9088 -0.3494 0.0 -0.3 -0.1
C -4.9591 -2.2829 -1.1089 0.2 0.6 0.2
C -5.0718 -0.8972 -1.0620 0.1 0.0 0.1
C -4.2160 -0.1685 -0.2498 0.3 0.2 0.2
S -4.2832 1.6057 -0.1582 0.0 0.0 -0.2
H 4.0446 -2.6850 2.5242 -0.2 -0.2 0.1
H 4.4310 -0.9710 2.5075 0.0 0.2 0.0
H 2.8187 -1.4932 2.0281 -0.2 0.0 -0.1
H 3.7867 -1.3673 -1.8006 0.0 0.0 -0.2
H 4.3587 0.3074 -1.7402 0.3 0.0 0.0
H 1.9286 0.3289 -1.6358 0.0 0.1 -0.1
H 1.9384 -0.8438 -0.3599 -0.2 0.0 0.0
H 3.5900 1.4482 0.3861 0.2 -0.1 0.3
H 2.2384 0.7374 1.2695 0.1 0.1 0.3
H 2.0672 3.2292 0.4875 -0.2 0.1 0.2
H 2.0172 2.5718 -1.1258 0.1 0.2 -0.1
H -0.0686 3.8487 -1.3681 0.0 0.1 -0.1
H -2.5373 3.5968 -1.4575 -0.1 0.1 -0.1
H 0.1698 0.4616 1.2627 0.2 -0.1 0.0
H -3.0079 0.4411 2.0332 0.1 -0.1 0.2
H -2.3528 -2.6430 1.0641 0.1 -0.2 0.0
H -3.8750 -3.9830 -0.4014 0.0 -0.1 0.0
H -5.6220 -2.8363 -1.7514 -0.1 -0.2 -0.1
H -5.8003 -0.3596 -1.6499 -0.1 -0.1 -0.1
```
Positions in Å, forces in eV/Å.

Multiplicity: 1
E (a.u.): -1300.73719
SMILES: CC(=O)OCCCCc1ccc2c(c1)Nc1ccccc1S2
HOMO-LUMO gap (eV): 9.09
Relative energy (zero: lowest compared OMol25 entry of this formula, charge and spin) (eV): 0.620



[3]
Here is a gas-phase ion, C31H36N3 (charge +1) at a distorted geometry from the OMol25 dataset. Energies are from ωB97M-V with the def2-TZVPD basis set.

```
70
Properties=species:S:1:pos:R:3:forces:R:3
C 0.8233 7.4612 1.4014 0.0 0.1 0.1
C 1.2578 6.0117 1.4615 0.2 0.0 0.1
C 0.2751 5.0787 0.7868 -0.1 -0.3 0.0
C 0.7799 3.6550 0.9441 0.3 0.1 -0.1
N -0.1399 2.7037 0.2581 0.0 1.8 -0.9
C -0.1783 1.3269 0.7457 -0.4 -1.6 0.8
C -1.4920 0.7451 0.2774 0.5 0.6 0.0
C -2.4615 0.3835 1.2067 0.0 -0.4 -0.3
C -3.6335 -0.2220 0.7729 0.1 0.1 -0.1
C -3.8932 -0.3794 -0.6109 0.2 -0.5 -0.2
N -4.9648 -1.1260 -1.0941 0.1 0.8 0.0
C -5.2834 -1.0430 -2.5165 0.1 -0.2 0.1
C -5.5236 -2.2083 -0.3762 -0.6 -0.8 0.5
C -5.5545 -3.4843 -0.9768 0.0 0.2 0.2
C -6.1664 -4.5590 -0.3304 -0.1 0.2 0.2
C -6.7739 -4.3738 0.9197 0.1 -0.1 -0.1
C -6.7462 -3.1154 1.5276 0.2 -0.1 -0.2
C -6.1219 -2.0407 0.8874 -0.1 -0.2 -0.3
C -2.9675 0.1615 -1.5438 0.3 0.1 0.3
C -1.7632 0.6968 -1.0932 -0.7 -0.3 0.1
C 1.0931 0.6096 0.3277 0.1 -0.4 -0.1
C 2.2926 0.9357 0.9676 0.2 -0.1 0.1
C 3.4923 0.3262 0.6064 0.0 -0.1 -0.3
C 3.5132 -0.5823 -0.4682 -0.3 0.1 0.1
N 4.7230 -1.1354 -0.9547 0.4 0.9 -0.4
C 4.9237 -0.9882 -2.4017 -0.1 -0.1 0.4
C 5.2802 -2.2827 -0.3467 0.1 -0.7 0.5
C 5.3372 -3.4920 -1.0635 -0.2 0.3 0.4
C 5.8308 -4.6423 -0.4526 0.2 0.2 0.1
C 6.3645 -4.5779 0.8381 -0.1 0.1 0.0
C 6.3503 -3.3640 1.5427 -0.3 -0.2 -0.3
C 5.7664 -2.2293 0.9744 0.0 -0.2 -0.5
C 2.3069 -0.9173 -1.1060 0.2 0.1 0.4
C 1.1044 -0.3865 -0.6583 0.0 0.2 -0.2
H 1.5983 8.0813 1.8469 -0.1 0.2 0.0
H 0.6618 7.7967 0.3731 0.0 0.0 0.1
H -0.1002 7.5964 1.9750 0.1 0.1 -0.2
H 2.2407 5.8643 0.9952 -0.1 0.2 0.0
H 1.3736 5.7099 2.5113 0.0 0.0 -0.1
H -0.7291 5.1845 1.2365 0.3 -0.1 -0.1
H 0.1907 5.3249 -0.2868 0.0 0.0 0.3
H 1.7548 3.5290 0.4656 0.0 0.1 0.3
H 0.8548 3.3304 1.9894 -0.1 0.3 -0.2
H -1.0804 3.1240 0.2901 0.2 -0.4 0.0
H 0.1350 2.6795 -0.7319 -0.3 0.0 0.2
H -0.1959 1.4034 1.8409 0.0 0.0 -0.2
H -2.2647 0.5331 2.2764 -0.2 -0.2 -0.5
H -4.3250 -0.5982 1.5181 0.2 0.2 -0.3
H -5.1081 -0.0290 -2.8799 -0.1 -0.1 0.1
H -4.6787 -1.7448 -3.1028 0.0 0.2 -0.1
H -6.3372 -1.2772 -2.6741 0.1 -0.1 0.1
H -5.0862 -3.6314 -1.9538 -0.2 0.0 0.4
H -6.1817 -5.5409 -0.8129 0.0 0.4 0.2
H -7.2693 -5.2159 1.4170 0.2 0.4 -0.2
H -7.2262 -2.9530 2.4980 0.2 -0.1 -0.4
H -6.1344 -1.0603 1.3622 -0.2 -0.3 -0.2
H -3.1370 0.0837 -2.6204 0.1 0.0 0.5
H -1.0230 1.0188 -1.8313 -0.2 -0.1 0.2
H 2.2832 1.6643 1.7852 0.1 -0.4 -0.3
H 4.4227 0.5806 1.1247 -0.4 -0.1 -0.3
H 5.9830 -1.1518 -2.6235 -0.2 0.0 0.0
H 4.3216 -1.7079 -2.9677 0.1 0.1 -0.3
H 4.6470 0.0312 -2.6995 0.1 -0.3 0.1
H 4.9484 -3.5288 -2.0836 0.2 -0.1 0.4
H 5.8071 -5.5827 -1.0051 0.1 0.2 0.2
H 6.7917 -5.4744 1.2925 -0.1 0.3 -0.1
H 6.7974 -3.3037 2.5345 -0.2 0.0 -0.2
H 5.7101 -1.2866 1.5214 0.1 -0.3 -0.1
H 2.3218 -1.6237 -1.9408 -0.1 0.2 0.4
H 0.1826 -0.7712 -1.0930 0.2 0.3 0.1
```
Positions in Å, forces in eV/Å.

Multiplicity: 1
E (a.u.): -1366.89844
SMILES: CCCC[NH2+]C(c1ccc(N(C)c2ccccc2)cc1)c1ccc(N(C)c2ccccc2)cc1
HOMO-LUMO gap (eV): 7.68
Relative energy (zero: lowest compared OMol25 entry of this formula, charge and spin) (eV): 1.614
Charge: +1



[4]
Here is C5H10O2 in the gas phase from the OMol25 dataset. Energies are from ωB97M-V with the def2-TZVPD basis set.

```
17
Properties=species:S:1:pos:R:3:forces:R:3
C -2.3850 -0.0391 1.7861 -0.1 0.0 0.1
C -1.1178 0.5028 1.1618 -0.1 0.2 0.0
O -0.5869 -0.6427 0.5151 -0.2 -0.1 -0.2
C 0.0903 -0.5219 -0.6609 0.3 -0.2 0.1
O -0.1925 0.4394 -1.6507 0.0 0.0 -0.2
C 1.0829 0.4926 -0.9579 0.3 0.0 0.2
C 2.4035 0.0594 -1.5585 0.1 0.0 -0.1
H -2.1189 -0.8597 2.4605 -0.1 0.2 0.0
H -2.9620 0.7113 2.3286 0.1 0.0 0.0
H -2.9888 -0.4591 0.9769 -0.1 0.1 0.2
H -1.3182 1.2941 0.4298 0.0 -0.1 0.1
H -0.4132 0.8939 1.9138 -0.1 -0.2 -0.2
H 0.2016 -1.5219 -1.0809 0.2 0.1 0.2
H 1.1181 1.3757 -0.3215 0.1 -0.2 0.1
H 2.5378 0.2923 -2.6175 -0.1 0.1 0.1
H 3.2023 0.5481 -0.9919 0.0 0.0 -0.2
H 2.5322 -1.0209 -1.4198 0.0 0.2 -0.2
```
Positions in Å, forces in eV/Å.

Multiplicity: 1
E (a.u.): -346.92948
SMILES: CCO[C@H]1O[C@@H]1C
HOMO-LUMO gap (eV): 10.64
Relative energy (zero: lowest compared OMol25 entry of this formula, charge and spin) (eV): 2.611



| no. | HOMO (eV) |
| --- | --- |
| 1 | -10.41 |
| 2 | -8.37 |
| 3 | -10.11 |
| 4 | -9.55 |